{
  "formula": "C16H28ClINbO4",
  "method": "ωB97M-V/def2-TZVPD",
  "species": ["C", "C", "Nb", "Cl", "I", "C", "C", "C", "C", "C", "C", "C", "C", "C", "O", "C", "O", "H", "H", "H", "H", "H", "H", "H", "H", "H", "H", "H", "H", "H", "H", "H", "H", "H", "H", "H", "H", "H", "H", "O", "C", "O", "C", "C", "C", "H", "H", "H", "H", "H", "H"],
  "coordinates": [[-1.143, -2.499, 5.576], [-1.449, -2.626, 4.291], [-1.953, -2.930, 2.084], [0.469, -2.954, 1.601], [-2.048, -5.768, 2.576], [-2.076, -0.653, 1.701], [-1.143, -0.186, 0.445], [0.077, 0.788, 0.866], [1.512, 0.348, 0.262], [2.759, 1.147, 0.953], [-2.614, -3.212, -0.050], [-1.600, -3.915, -1.070], [-1.416, -3.005, -2.407], [0.120, -2.562, -2.675], [0.987, -3.736, -2.739], [2.286, -3.445, -2.212], [3.069, -4.349, -1.791], [-0.532, -2.581, 6.552], [-3.719, -2.914, 2.566], [-3.174, -0.378, 1.425], [-1.851, -0.065, 2.670], [-1.814, 0.440, -0.274], [-0.799, -1.091, -0.183], [-0.135, 1.835, 0.406], [0.106, 0.964, 2.012], [1.745, -0.769, 0.430], [1.535, 0.494, -0.893], [3.719, 0.660, 0.528], [2.700, 2.270, 0.715], [2.764, 0.920, 2.081], [-3.586, -3.852, -0.025], [-2.949, -2.181, -0.464], [-2.117, -4.886, -1.451], [-0.590, -4.244, -0.655], [-2.036, -2.042, -2.407], [-1.751, -3.609, -3.339], [0.482, -1.759, -1.929], [0.132, -2.068, -3.727], [2.646, -2.355, -2.159], [1.604, 4.489, 1.562], [1.322, 4.878, 0.457], [0.472, 4.230, -0.387], [0.449, 4.905, -1.647], [0.912, 6.313, -1.354], [1.879, 6.107, -0.208], [1.120, 4.382, -2.336], [-0.563, 4.885, -2.057], [1.356, 6.809, -2.219], [0.065, 6.919, -1.015], [2.890, 5.893, -0.562], [1.880, 6.957, 0.475]],
  "total_charge": -1,
  "homo_lumo_gap_ev": 7.25,
  "spin_multiplicity": 1,
  "homo_energy_ha": -0.1963,
  "lumo_ev": 1.9114,
  "energy_ev": -47405.1478,
  "max_force_ev_per_a": 7.1
}


{
  "formula": "C16H28ClO5P2ReS",
  "method": "ωB97M-V/def2-TZVPD",
  "species": ["C", "C", "H", "H", "H", "O", "Cl", "Re", "P", "C", "C", "H", "H", "H", "H", "H", "H", "C", "H", "H", "H", "P", "C", "C", "H", "H", "H", "C", "H", "H", "H", "H", "H", "H", "C", "O", "C", "C", "C", "C", "C", "C", "C", "S", "O", "O", "O", "H", "H", "H", "H", "H", "H", "H"],
  "coordinates": [[0.537, -0.565, -5.786], [1.429, -0.523, -4.701], [1.052, -0.456, -6.763], [-0.198, 0.248, -5.652], [-0.029, -1.518, -5.749], [2.380, -0.488, -4.036], [-2.449, -0.662, -2.855], [-0.352, -0.408, -1.619], [-0.061, 1.845, -2.073], [1.258, 2.760, -1.199], [0.020, 2.539, -3.742], [-0.028, 3.634, -3.676], [-1.547, 3.678, -1.584], [-0.821, 2.181, -4.342], [-2.441, 2.116, -1.718], [2.245, 2.428, -1.540], [0.956, 2.250, -4.229], [-1.542, 2.610, -1.332], [1.143, 3.836, -1.391], [-1.501, 2.476, -0.244], [1.190, 2.576, -0.118], [0.145, -2.653, -1.777], [1.498, -3.306, -0.735], [-1.276, -3.454, -0.979], [-0.354, -3.133, -4.084], [0.188, -4.580, -3.191], [1.383, -3.370, -3.736], [0.367, -3.509, -3.352], [-2.193, -2.975, -1.334], [-1.264, -4.511, -1.270], [1.520, -4.405, -0.797], [1.299, -2.988, 0.299], [-1.220, -3.350, 0.112], [2.464, -2.897, -1.056], [1.416, -0.264, -0.769], [2.461, -0.167, -0.251], [0.205, 2.368, 7.411], [-0.136, 1.612, 6.163], [-0.181, 0.216, 6.184], [-0.495, -0.498, 5.025], [-0.765, 0.197, 3.858], [-0.738, 1.586, 3.820], [-0.427, 2.295, 4.975], [-1.020, -0.750, 2.299], [0.279, -1.362, 2.023], [-2.175, -1.623, 2.423], [-1.258, -0.305, -0.142], [-0.545, 2.174, 8.186], [1.183, 2.044, 7.782], [0.241, 3.444, 7.219], [0.033, -0.331, 7.104], [-0.517, -1.584, 5.069], [-0.949, 2.133, 2.907], [-0.411, 3.387, 4.960]],
  "total_charge": 3,
  "homo_lumo_gap_ev": [4.37, 4.64],
  "s_squared": 3.771,
  "spin_multiplicity": 4,
  "homo_energy_ha": [-0.6143, -0.6320],
  "lumo_ev": [-12.3431, -12.5590],
  "e_above_lowest_kcal_mol": 0.0,
  "energy_ev": -71317.2797,
  "max_force_ev_per_a": 5.9
}


{
  "formula": "C16H28F4N5Rh",
  "method": "ωB97M-V/def2-TZVPD",
  "species": ["Rh", "N", "C", "C", "N", "C", "C", "N", "H", "H", "H", "H", "H", "H", "H", "H", "H", "H", "H", "H", "H", "C", "C", "N", "C", "C", "C", "C", "N", "C", "C", "F", "C", "F", "C", "C", "F", "C", "F", "H", "H", "H", "H", "H", "H", "H", "H", "H", "H", "H", "H", "H", "H", "H"],
  "coordinates": [[-0.759, -0.081, 0.452], [-0.590, 0.416, 2.369], [-1.084, -0.749, 3.157], [-0.295, -1.947, 2.681], [-0.364, -2.023, 1.190], [-1.269, -3.076, 0.623], [-2.516, -2.463, 0.021], [-2.081, -1.388, -0.911], [-1.095, 1.265, 2.618], [0.398, 0.589, 2.574], [-0.957, -0.582, 4.227], [-2.151, -0.857, 2.958], [0.755, -1.831, 2.958], [-0.648, -2.869, 3.140], [0.574, -2.251, 0.871], [-0.710, -3.599, -0.155], [-1.516, -3.807, 1.391], [-3.104, -3.228, -0.487], [-3.151, -2.015, 0.787], [-1.482, -1.783, -1.635], [-2.867, -0.975, -1.405], [-3.487, 1.427, 0.588], [-2.354, 2.441, 0.458], [-1.121, 1.855, -0.190], [-1.340, 1.916, -1.675], [-0.225, 1.324, -2.512], [0.077, 2.666, 0.215], [1.379, 1.864, 0.268], [1.098, 0.424, 0.295], [2.150, -0.484, 0.305], [2.118, -1.606, -0.530], [1.030, -1.807, -1.318], [3.162, -2.512, -0.588], [3.054, -3.552, -1.408], [4.300, -2.333, 0.176], [4.349, -1.236, 1.016], [5.399, -1.034, 1.795], [3.290, -0.341, 1.096], [3.354, 0.661, 1.984], [-4.033, 1.288, -0.343], [-4.193, 1.715, 1.363], [-3.024, 0.468, 0.866], [-2.063, 2.816, 1.439], [-2.656, 3.311, -0.128], [-1.483, 2.969, -1.929], [-2.286, 1.408, -1.869], [0.670, 1.945, -2.499], [-0.560, 1.265, -3.547], [0.059, 0.319, -2.199], [-0.140, 3.092, 1.192], [0.184, 3.510, -0.470], [1.970, 2.208, 1.120], [1.986, 2.057, -0.622], [5.122, -3.032, 0.121]],
  "total_charge": 2,
  "homo_lumo_gap_ev": [6.71, 6.72],
  "spin_multiplicity": 1,
  "homo_energy_ha": [-0.5251, -0.5251],
  "lumo_ev": [-7.5792, -7.5729],
  "energy_ev": -38359.4530,
  "max_force_ev_per_a": 0.8
}


{
  "formula": "C16H28F5NO9P2TeZr",
  "method": "ωB97M-V/def2-TZVPD",
  "species": ["Zr", "O", "C", "O", "C", "C", "C", "C", "C", "N", "C", "O", "O", "H", "H", "H", "H", "C", "P", "C", "C", "O", "H", "H", "H", "H", "H", "H", "H", "H", "H", "C", "C", "O", "P", "O", "C", "C", "O", "C", "C", "H", "H", "H", "H", "H", "H", "H", "H", "H", "H", "H", "H", "H", "H", "H", "F", "Te", "F", "F", "F", "F", "O"],
  "coordinates": [[-0.492, -0.158, 1.116], [-2.531, -1.282, 4.814], [-2.129, -0.772, 3.689], [-1.692, -1.421, 2.738], [-2.275, 0.708, 3.542], [-2.696, 1.648, 4.451], [-2.725, 2.983, 4.025], [-2.365, 3.329, 2.729], [-1.975, 2.308, 1.880], [-1.924, 1.053, 2.305], [-1.567, 2.429, 0.419], [-1.427, 3.474, -0.131], [-1.397, 1.204, -0.115], [-2.369, -2.241, 4.833], [-2.992, 1.367, 5.452], [-3.040, 3.753, 4.718], [-2.385, 4.351, 2.376], [-2.551, -1.153, -2.432], [-2.657, -1.773, -0.775], [-3.103, -3.487, -0.791], [-3.963, -0.903, 0.059], [-1.268, -1.621, -0.072], [-3.507, -1.275, -2.945], [-1.785, -1.707, -2.977], [-2.291, -0.093, -2.397], [-4.088, -3.615, -1.242], [-3.117, -3.864, 0.232], [-2.368, -4.053, -1.365], [-4.903, -1.150, -0.439], [-3.806, 0.173, 0.004], [-4.024, -1.233, 1.096], [2.892, -2.811, -2.387], [1.535, -2.174, -2.272], [1.679, -0.708, -2.369], [1.270, 0.206, -1.164], [1.574, 1.653, -1.648], [0.766, 2.396, -2.643], [1.445, 2.364, -3.984], [2.782, 0.063, -0.121], [4.080, 0.493, -0.781], [5.249, -0.169, -0.115], [2.779, -3.895, -2.409], [3.523, -2.556, -1.535], [3.388, -2.501, -3.306], [1.051, -2.417, -1.324], [0.877, -2.452, -3.092], [0.692, 3.394, -2.222], [-0.237, 1.965, -2.660], [2.403, 2.882, -3.949], [0.810, 2.872, -4.711], [1.608, 1.342, -4.327], [4.098, 1.576, -0.753], [3.945, 0.148, -1.803], [5.421, 0.196, 0.896], [6.136, 0.074, -0.702], [5.139, -1.252, -0.092], [1.244, -1.324, 1.102], [2.314, 0.484, 1.858], [2.544, 1.079, 3.567], [3.537, 1.799, 1.532], [0.646, -0.237, 3.006], [3.357, -0.904, 2.332], [0.863, 1.435, 1.278]],
  "total_charge": 2,
  "homo_lumo_gap_ev": 8.44,
  "spin_multiplicity": 1,
  "homo_energy_ha": -0.5759,
  "lumo_ev": -7.2312,
  "e_above_lowest_kcal_mol": 66.0,
  "energy_ev": -77696.7056,
  "max_force_ev_per_a": 1.8
}


{
  "formula": "C16H28FNO31S8",
  "method": "ωB97M-V/def2-TZVPD",
  "species": ["O", "S", "O", "O", "C", "F", "C", "O", "O", "C", "O", "N", "C", "S", "O", "H", "H", "H", "H", "C", "C", "O", "S", "O", "O", "O", "H", "H", "H", "H", "C", "C", "O", "S", "O", "O", "O", "H", "H", "H", "H", "C", "C", "O", "S", "O", "O", "O", "H", "H", "H", "H", "C", "C", "O", "S", "O", "O", "O", "H", "H", "H", "H", "C", "C", "O", "S", "O", "O", "O", "H", "H", "H", "H", "C", "C", "O", "S", "O", "O", "O", "H", "H", "H", "H"],
  "coordinates": [[0.246, -0.786, -1.330], [-0.641, -0.660, -2.450], [-0.614, -1.966, -3.039], [-2.127, -0.084, -1.985], [-2.385, 0.947, -2.936], [-2.826, 0.474, -4.142], [-3.539, 1.802, -2.368], [-3.276, 3.199, -2.442], [-4.222, 3.799, -1.613], [-0.990, 1.618, -3.158], [-0.907, 2.405, -4.277], [-0.240, 2.057, -1.964], [-0.368, 3.245, -1.663], [-0.752, 4.650, -1.100], [-0.206, 0.437, -3.581], [-4.467, 1.590, -2.937], [-3.759, 1.485, -1.329], [-3.783, 3.970, -0.757], [-1.396, 3.239, -4.143], [3.274, 4.364, -5.423], [3.388, 5.110, -4.109], [2.380, 6.123, -4.173], [1.138, 5.572, -5.025], [0.150, 5.085, -4.124], [0.839, 6.512, -6.042], [1.873, 4.302, -5.691], [3.754, 4.916, -6.235], [3.696, 3.363, -5.370], [4.369, 5.557, -3.966], [3.159, 4.456, -3.263], [3.102, 11.272, -2.833], [2.715, 11.559, -4.269], [2.529, 10.270, -4.861], [1.969, 9.248, -3.748], [0.560, 9.165, -3.877], [2.795, 8.095, -3.738], [2.302, 10.150, -2.451], [4.153, 10.985, -2.754], [2.909, 12.117, -2.176], [3.480, 12.118, -4.803], [1.766, 12.098, -4.324], [-0.160, -4.176, -0.263], [-1.312, -3.609, 0.539], [-2.110, -4.743, 0.889], [-1.148, -6.017, 1.076], [-0.876, -6.170, 2.468], [-1.656, -7.081, 0.286], [0.164, -5.417, 0.384], [-0.462, -4.391, -1.290], [0.701, -3.513, -0.271], [-1.897, -2.887, -0.026], [-0.958, -3.145, 1.463], [3.823, -6.246, 3.488], [5.009, -5.715, 2.708], [4.440, -5.151, 1.524], [2.980, -4.554, 1.865], [3.102, -3.158, 2.095], [2.037, -5.093, 0.944], [2.786, -5.281, 3.288], [3.481, -7.203, 3.088], [4.041, -6.355, 4.548], [5.725, -6.494, 2.456], [5.517, -4.917, 3.255], [-1.926, -8.750, 5.253], [-2.618, -7.730, 4.377], [-3.797, -7.362, 5.110], [-3.487, -7.438, 6.684], [-3.173, -6.133, 7.148], [-4.479, -8.242, 7.299], [-2.117, -8.279, 6.592], [-2.395, -9.733, 5.167], [-0.865, -8.836, 5.027], [-2.881, -8.128, 3.401], [-2.007, -6.839, 4.250], [-2.211, -1.244, 4.973], [-1.035, -0.703, 4.187], [-1.617, -0.130, 3.011], [-3.072, 0.458, 3.370], [-2.947, 1.851, 3.609], [-4.011, -0.080, 2.454], [-3.254, -0.279, 4.787], [-2.554, -2.199, 4.568], [-1.985, -1.361, 6.030], [-0.318, -1.477, 3.922], [-0.523, 0.093, 4.734]],
  "total_charge": 0,
  "homo_lumo_gap_ev": 9.93,
  "spin_multiplicity": 1,
  "homo_energy_ha": -0.3717,
  "lumo_ev": -0.1847,
  "energy_ev": -171395.1568,
  "max_force_ev_per_a": 5.3
}


{
  "formula": "C16H28N2O12",
  "method": "ωB97M-V/def2-TZVPD",
  "species": ["C", "C", "O", "C", "C", "N", "O", "N", "O", "H", "H", "H", "H", "H", "H", "H", "H", "H", "H", "C", "C", "C", "O", "C", "O", "O", "H", "H", "H", "H", "H", "H", "C", "C", "C", "O", "C", "O", "O", "H", "H", "H", "H", "H", "H", "C", "C", "C", "O", "C", "O", "O", "H", "H", "H", "H", "H", "H"],
  "coordinates": [[2.772, 0.526, -1.967], [1.783, -0.606, -2.210], [0.927, -0.230, -3.276], [-0.231, -1.004, -3.401], [-1.335, -0.695, -2.379], [-1.216, -1.407, -1.138], [-1.349, 0.714, -2.097], [-2.202, 1.380, -2.965], [-1.982, 2.526, -2.946], [3.165, 0.481, -0.954], [3.579, 0.463, -2.694], [2.226, 1.458, -2.113], [2.333, -1.517, -2.468], [1.218, -0.785, -1.292], [-0.628, -0.787, -4.392], [-0.019, -2.080, -3.364], [-2.281, -0.932, -2.882], [-0.702, -2.262, -1.290], [-2.122, -1.661, -0.773], [-6.837, -4.409, 1.038], [-5.390, -4.043, 1.260], [-5.054, -2.585, 1.018], [-3.691, -2.650, 0.575], [-3.503, -3.874, 0.009], [-2.561, -4.171, -0.651], [-4.536, -4.689, 0.295], [-7.064, -4.414, -0.028], [-7.053, -5.402, 1.428], [-7.491, -3.695, 1.539], [-5.058, -4.355, 2.252], [-5.124, -1.972, 1.912], [-5.661, -2.143, 0.225], [0.200, 4.804, -1.356], [1.008, 4.699, -0.086], [0.986, 5.932, 0.795], [2.266, 5.882, 1.433], [3.111, 5.201, 0.617], [4.288, 5.155, 0.751], [2.416, 4.584, -0.367], [0.699, 5.457, -2.072], [0.081, 3.829, -1.823], [-0.794, 5.199, -1.144], [0.713, 3.813, 0.484], [0.198, 5.919, 1.543], [0.919, 6.853, 0.210], [4.027, -0.328, 4.215], [3.902, -0.445, 2.715], [2.713, -1.253, 2.233], [3.194, -1.806, 1.005], [4.546, -1.897, 1.091], [5.232, -2.502, 0.337], [4.995, -1.200, 2.161], [4.354, -1.277, 4.639], [4.761, 0.429, 4.488], [3.069, -0.049, 4.656], [3.912, 0.543, 2.247], [1.826, -0.652, 2.045], [2.461, -2.070, 2.914]],
  "total_charge": 0,
  "homo_lumo_gap_ev": 9.81,
  "spin_multiplicity": 1,
  "homo_energy_ha": -0.3487,
  "lumo_ev": 0.3207,
  "energy_ev": -44594.0021,
  "max_force_ev_per_a": 0.7
}


- Number 4 is which compound?
  C16H28F5NO9P2TeZr